one | {
  "formula": "C11H20N2O5",
  "method": "ωB97M-V with the def2-TZVPD basis set",
  "species": ["C", "C", "C", "C", "C", "C", "C", "C", "C", "C", "C", "H", "H", "H", "H", "H", "H", "H", "H", "H", "H", "H", "H", "H", "H", "H", "H", "H", "H", "H", "H", "N", "N", "O", "O", "O", "O", "O"],
  "xyz": [[-1.99755, 1.94197, 0.45005], [-0.81750, 1.67938, -0.38114], [-2.74603, 0.46290, 0.78207], [-3.68865, 0.10351, -0.41308], [-4.25950, -1.24816, 0.08114], [1.28296, 0.29125, -0.49433], [0.54059, -0.95448, -1.05171], [2.58925, 0.13636, 0.39338], [2.48203, -1.10157, 1.43622], [3.84261, -0.11894, -0.50502], [5.17117, -0.23732, 0.28450], [-2.70598, 2.88821, -1.29199], [-3.82454, 2.50665, 0.01169], [-1.81103, 2.44742, 1.48098], [-1.92034, -0.46945, 0.90839], [-3.29796, 0.74344, 1.73320], [-3.23481, -0.16102, -1.50531], [-4.66058, 0.84562, -0.71048], [-4.77656, -3.17809, -0.30329], [0.00536, 0.09481, 0.97343], [1.53674, 0.96302, -1.40011], [2.61371, 1.14932, 0.89009], [3.21496, -1.06516, 2.38919], [1.56117, -1.03704, 2.14671], [2.23475, -2.10977, 1.04003], [3.79425, 0.57489, -1.28649], [3.64993, -1.25373, -0.79873], [5.60165, -1.40124, 0.54599], [6.11379, 0.43210, -0.41377], [4.91571, 0.45491, 1.24275], [0.56708, -2.32314, -2.25775], [-2.91460, 2.83362, -0.22404], [0.27882, 1.09035, 0.19390], [-0.94466, 1.84180, -1.62046], [-4.34136, -1.74882, 1.26782], [-4.67402, -2.10186, -0.88649], [-0.51212, -1.42694, -0.63408], [1.13124, -1.54479, -2.07329]],
  "e_homo_ev": -9.00,
  "charge": 0,
  "lumo_energy_ev": 0.3827
}

=====

two | {
  "formula": "C11H20N2O5",
  "method": "ωB97M-V with the def2-TZVPD basis set",
  "species": ["C", "C", "C", "C", "C", "N", "C", "O", "N", "C", "C", "C", "C", "O", "O", "C", "O", "O", "H", "H", "H", "H", "H", "H", "H", "H", "H", "H", "H", "H", "H", "H", "H", "H", "H", "H", "H", "H"],
  "xyz": [[5.23537, -0.79144, -0.62775], [3.99995, -0.34070, 0.21463], [2.73212, -0.07990, -0.53273], [2.97652, 0.81027, -1.71980], [1.72394, 0.64495, 0.47624], [2.51477, 1.26942, 1.69678], [0.65421, -0.29916, 0.90657], [0.62060, -0.76203, 2.05136], [-0.39829, -0.53875, -0.03201], [-1.57720, -1.05507, 0.57360], [-2.45022, -0.04392, 1.29115], [-3.21724, 0.81729, 0.24970], [-2.36990, 1.86115, -0.51033], [-1.48164, 1.64768, -1.34848], [-2.77218, 3.15934, -0.26312], [-2.24095, -2.00037, -0.54569], [-1.47051, -2.38570, -1.44019], [-3.53397, -2.34822, -0.35753], [5.53461, 0.05433, -1.28999], [4.82513, -1.60941, -1.19825], [6.01007, -0.98272, 0.14727], [4.35579, 0.51480, 0.85154], [3.68127, -1.20554, 0.78974], [2.25718, -1.02952, -0.80131], [3.70835, 0.21434, -2.31485], [2.15369, 0.93105, -2.42991], [3.36875, 1.88080, -1.55371], [1.34020, 1.49046, -0.13427], [1.79191, 1.65648, 2.27939], [2.94039, 0.40419, 1.95667], [-0.41392, -0.27535, -0.98160], [-1.08685, -1.65882, 1.37730], [-1.94391, 0.51106, 2.10220], [-3.14956, -0.74564, 1.84047], [-3.88661, 1.37817, 0.82451], [-3.67449, 0.14858, -0.43368], [-2.40054, 3.67833, -0.98569], [-3.92496, -2.09748, 0.51080]],
  "e_homo_ev": -9.33,
  "smiles": "CC[C@H](C)[C@H](N)C(=O)N[C@@H](CCC(=O)O)C(=O)O",
  "charge": 0,
  "lumo_energy_ev": 0.1987
}

=====

three | {
  "formula": "C11H20N2O5",
  "method": "ωB97M-V with the def2-TZVPD basis set",
  "species": ["C", "C", "C", "C", "C", "C", "C", "C", "C", "C", "C", "H", "H", "H", "H", "H", "H", "H", "H", "H", "H", "H", "H", "H", "H", "H", "H", "H", "H", "H", "H", "N", "N", "O", "O", "O", "O", "O"],
  "xyz": [[-1.59958, 1.84635, 0.50282], [-0.67152, 0.70935, 0.43618], [-2.35762, 2.24989, 1.86698], [-3.06937, 1.00955, 2.50753], [-1.47148, 2.98994, 2.83369], [-2.41159, 3.64799, 3.93363], [0.61380, -0.89915, -0.89813], [0.80794, -2.09476, 0.00013], [1.92949, -0.27090, -1.33232], [3.00368, -1.52102, -1.61961], [2.68939, -2.03303, -3.14625], [-2.20055, 3.19415, -1.02125], [-3.49885, 1.78327, -0.67635], [-0.70002, 2.66095, 0.60514], [-3.15682, 2.79484, 1.38086], [-2.59212, 0.17397, 3.13129], [-3.96137, 1.43544, 3.19651], [-3.68633, 0.28715, 1.90641], [-0.79909, 2.30682, 3.32879], [-0.99305, 3.75459, 2.42871], [-3.54626, 2.98090, 4.31758], [-2.86329, 4.84894, 3.80406], [-1.37859, 3.53332, 5.00814], [-1.27230, 0.25321, -1.26089], [0.22043, -1.36650, -1.87110], [2.17790, 0.55711, -0.61624], [2.00726, 0.16869, -2.34730], [2.83065, -2.25605, -0.85382], [4.17570, -1.27376, -1.45343], [1.32150, -3.00157, -2.15067], [0.29106, -1.08171, 1.46746], [-2.43141, 2.18827, -0.69824], [-0.39982, 0.19777, -0.72524], [0.02177, 0.66112, 1.52085], [1.33199, -3.18454, -0.45168], [3.40319, -1.72454, -4.07041], [1.53717, -2.78636, -3.11638], [0.28887, -1.99834, 1.25919]],
  "e_homo_ev": -9.89,
  "charge": 0,
  "lumo_energy_ev": 0.0422
}

=====

Most stable structure - two; separation to the second - 113.7 kcal/mol.

=====

one | {
  "formula": "H18O9",
  "method": "ωB97M-V with the def2-TZVPD basis set",
  "species": ["O", "H", "H", "O", "H", "H", "O", "H", "H", "O", "H", "H", "O", "H", "H", "O", "H", "H", "O", "H", "H", "O", "H", "H", "O", "H", "H"],
  "xyz": [[-20.67872, 10.78944, 16.57886], [-21.53323, 11.20608, 16.46728], [-20.08434, 11.51162, 16.78235], [-21.02267, 5.21830, 13.68564], [-21.26889, 5.85403, 14.35755], [-20.11557, 4.99162, 13.89063], [-20.00477, 8.35934, 17.38827], [-20.23087, 9.24909, 17.11723], [-20.62613, 8.15625, 18.08748], [-22.13599, 6.95752, 15.83598], [-22.44497, 6.18161, 16.30366], [-22.92361, 7.48337, 15.69685], [-21.15156, 7.85187, 11.32723], [-21.01371, 7.63156, 12.24847], [-20.62152, 8.63633, 11.18616], [-20.02473, 8.76578, 14.74291], [-20.24880, 8.26502, 15.52730], [-19.88856, 9.65892, 15.05912], [-21.11814, 12.50786, 13.73499], [-20.32289, 12.01927, 13.94731], [-20.80206, 13.34756, 13.40149], [-19.74287, 5.52387, 17.93403], [-19.77904, 6.46386, 17.75700], [-19.22946, 5.16311, 17.21119], [-18.05396, 6.67734, 14.72280], [-18.58567, 7.32080, 14.25432], [-17.65924, 6.14413, 14.03279]],
  "e_homo_ev": [0.08, -7.91],
  "spin_multiplicity": 2,
  "charge": -1,
  "lumo_energy_ev": [2.8707, 2.8429]
}

=====

two | {
  "formula": "H18O9",
  "method": "ωB97M-V with the def2-TZVPD basis set",
  "species": ["O", "H", "H", "O", "H", "H", "O", "H", "H", "O", "H", "H", "O", "H", "H", "O", "H", "H", "O", "H", "H", "O", "H", "H", "O", "H", "H"],
  "xyz": [[2.55928, 1.66355, 0.66066], [2.27028, 1.23389, 1.46571], [2.04204, 2.46789, 0.61891], [0.35465, 3.05689, -0.22730], [0.49718, 3.85907, -0.72972], [-0.57044, 2.85086, -0.36148], [-1.60619, 0.26791, 2.45990], [-1.77691, -0.08470, 3.33325], [-1.32658, -0.48950, 1.94572], [0.25195, -0.21054, -0.68582], [0.44595, 0.30365, 0.09789], [-0.09312, -1.03805, -0.35059], [-1.41137, -2.43178, 0.57193], [-2.30456, -2.19891, 0.82533], [-1.22954, -3.24093, 1.04989], [1.87682, 1.41794, -2.61631], [1.64508, 1.95817, -1.86088], [1.79246, 0.51761, -2.30242], [-0.83427, 0.47220, -3.18710], [-0.63788, 0.23285, -2.28136], [-1.67014, 0.04425, -3.37258], [1.09989, 0.59561, 2.96459], [0.18390, 0.87311, 2.95108], [1.58417, 1.37904, 3.22527], [-0.71401, -4.62466, -1.55869], [-0.88037, -3.78465, -1.13097], [-1.54831, -5.09078, -1.50483]],
  "e_homo_ev": [-0.11, -7.67],
  "spin_multiplicity": 2,
  "charge": -1,
  "lumo_energy_ev": [2.6488, 2.5575]
}

=====

Most stable structure - two; separation to the second - 4.2 kcal/mol.

=====

one | {
  "formula": "C3H5NOS",
  "method": "ωB97M-V with the def2-TZVPD basis set",
  "species": ["C", "C", "C", "N", "O", "S", "H", "H", "H", "H", "H"],
  "xyz": [[1.07544, -0.15467, -0.29928], [0.19369, 2.10653, 0.21838], [0.00775, -1.18467, 0.15476], [0.15208, 0.97323, -0.29833], [-2.55381, -0.22299, 0.59963], [-1.69172, -0.39675, -0.54113], [1.34359, -0.23597, -1.37025], [-0.58662, 2.80926, 0.25965], [0.12851, -2.27637, -0.31493], [-0.27632, -1.29653, 1.22296], [2.20741, -0.12109, 0.36853]],
  "e_homo_ev": [-8.07, -7.67],
  "charge": 0,
  "lumo_energy_ev": [-0.0914, -0.4459]
}

=====

two | {
  "formula": "C3H5NOS",
  "method": "ωB97M-V with the def2-TZVPD basis set",
  "species": ["C", "C", "C", "N", "O", "S", "H", "H", "H", "H", "H"],
  "xyz": [[-0.13594, -0.77534, 0.34823], [0.20605, -0.43510, -1.06374], [-0.12758, 0.49732, 1.23553], [-0.21656, 0.74105, -1.39558], [-0.57782, 1.49669, 0.94303], [0.37784, 1.28972, -2.91170], [0.51195, -1.60296, 0.62836], [0.44489, -1.24606, -1.82030], [-1.49782, -1.20827, 0.61002], [0.48642, 0.18784, 2.17899], [-0.23424, 2.48709, -2.98280]],
  "e_homo_ev": -8.80,
  "charge": 0,
  "lumo_energy_ev": 0.1612
}

=====

three | {
  "formula": "C3H5NOS",
  "method": "ωB97M-V with the def2-TZVPD basis set",
  "species": ["C", "C", "C", "S", "N", "O", "H", "H", "H", "H", "H"],
  "xyz": [[-0.50329, -1.18514, 0.19338], [0.03534, 0.21533, 0.11510], [0.20764, 1.28369, 1.20619], [-0.13566, 1.09581, 2.79886], [0.35769, 0.78062, -0.99646], [0.31009, -0.01634, -2.14677], [0.07219, -1.68372, 1.03092], [-1.49473, -1.20455, 0.71293], [-0.42179, -1.72426, -0.78553], [0.76357, 1.99922, 0.68009], [0.80895, 0.43934, -2.80870]],
  "e_homo_ev": -9.04,
  "smiles": "C/C(C=S)=N\\O",
  "charge": 0,
  "lumo_energy_ev": -0.7709
}

=====

four | {
  "formula": "C3H5NOS",
  "method": "ωB97M-V with the def2-TZVPD basis set",
  "species": ["O", "C", "N", "C", "C", "S", "H", "H", "H", "H", "H"],
  "xyz": [[-0.46797, 1.97389, -0.03282], [-0.46005, 0.79846, 0.68056], [0.95438, 0.42867, 0.71931], [1.17413, -0.58054, 0.00680], [0.02145, -1.27760, -0.71890], [-1.51893, -0.55212, -0.01372], [-1.21106, 2.47868, 0.21103], [-0.89661, 0.86436, 1.75246], [2.10584, -0.86784, -0.20938], [0.25422, -0.83932, -1.70877], [0.04459, -2.42664, -0.68656]],
  "e_homo_ev": -9.07,
  "smiles": "O[C@@H]1N=CCS1",
  "charge": 0,
  "lumo_energy_ev": 0.6734
}

=====

Most stable structure - four; separation to the second - 34.7 kcal/mol.

=====

one | {
  "formula": "C3H5NOS",
  "method": "ωB97M-V with the def2-TZVPD basis set",
  "species": ["N", "C", "O", "C", "C", "S", "H", "H", "H", "H", "H"],
  "xyz": [[0.40108, -1.42991, -0.81752], [-0.66604, -0.63464, -0.79911], [-1.78866, -0.62868, -1.25838], [-0.39028, 0.58393, -0.00970], [-0.30484, 0.35509, 1.53965], [1.24706, 0.95095, 0.58495], [0.07994, -2.55770, -0.98023], [1.43136, -1.17315, -0.60695], [-0.88501, 1.45130, -0.40540], [-0.08424, -0.66113, 1.76238], [-0.82639, 0.93804, 2.27558]],
  "e_homo_ev": -9.20,
  "smiles": "NC(=O)[C@H]1CS1",
  "charge": 0,
  "lumo_energy_ev": 0.6608
}

=====

two | {
  "formula": "C3H5NOS",
  "method": "ωB97M-V with the def2-TZVPD basis set",
  "species": ["C", "C", "C", "N", "O", "S", "H", "H", "H", "H", "H"],
  "xyz": [[-0.32997, -1.51344, 0.18138], [-0.17287, -0.24351, -0.02076], [-0.97822, 0.91523, -0.20012], [1.58716, 0.36957, 0.00319], [1.63187, 1.59396, 0.25242], [2.77977, -0.61836, -0.15810], [0.52142, -2.20626, 0.43670], [-1.36982, -1.94902, 0.36541], [-1.87167, 0.84455, 0.36943], [-1.42305, 1.08884, -1.12674], [-0.37461, 1.71844, -0.10280]],
  "e_homo_ev": [-9.21, -9.21],
  "charge": 0,
  "lumo_energy_ev": [-0.6143, -0.6153]
}

=====

three | {
  "formula": "C3H5NOS",
  "method": "ωB97M-V with the def2-TZVPD basis set",
  "species": ["C", "N", "O", "C", "C", "S", "H", "H", "H", "H", "H"],
  "xyz": [[-0.06308, 1.19052, -0.60358], [0.43616, 1.49859, 0.52717], [0.67475, 0.51399, 1.44747], [-0.11765, -0.66597, 1.29471], [0.13473, -1.38402, -0.00560], [-0.49237, -0.36885, -1.34733], [-0.19158, 2.03404, -1.29769], [-1.18014, -0.40716, 1.41630], [0.17408, -1.30159, 2.14228], [-0.34994, -2.36481, -0.04015], [1.25040, -1.50404, -0.04665]],
  "e_homo_ev": -8.93,
  "smiles": "C1=NOCCS1",
  "charge": 0,
  "lumo_energy_ev": 0.6912
}

=====

Most stable structure - one; separation to the second - 15.3 kcal/mol.